C6H15NOP2 | ωB97M-V with the def2-TZVPD basis set

CARTESIAN COORDINATES (ANGSTROEM)
1 C 2.460 1.057 3.037
2 C 1.228 0.851 2.177
3 O 0.284 0.154 2.535
4 N 1.281 1.454 0.994
5 P -0.092 1.522 0.132
6 C 0.461 2.571 -1.344
7 P -0.846 -0.677 -1.084
8 C -2.714 -0.616 -0.968
9 C -0.445 -1.707 0.412
10 C -0.405 -2.033 -2.395
11 H 3.282 1.429 2.368
12 H 2.316 1.868 3.835
13 H 2.774 0.183 3.679
14 H 0.184 3.608 -1.002
15 H 1.490 2.473 -1.722
16 H -0.165 2.113 -2.112
17 H -3.124 -0.076 -1.862
18 H -3.045 -0.048 -0.110
19 H -2.879 -1.766 -0.939
20 H 0.550 -1.758 0.446
21 H -0.789 -2.701 0.540
22 H -0.744 -1.029 1.236
23 H 0.593 -2.347 -2.228
24 H -0.612 -1.643 -3.363
25 H -1.045 -2.882 -2.261

The value obtained for the largest force on an atom is 0.0823 hartree/bohr. The LUMO energy comes out at -0.2 eV. As for the SMILES: CC(=O)N=P(C)=P(C)(C)C. The calculated total energy is -28578.8780 eV. The calculation puts the highest occupied orbital energy at -8.142 eV. The calculation puts the frontier orbital gap at 7.90 eV. Its energy above the lowest of the compared OMol25 structures with the same formula, charge and spin is 0.0000 eV.